1.
# C22H46N2O14

A cluster of 6 separate species, C22H46N2O14 in total in a non-equilibrium geometry (ωB97M-V with the def2-TZVPD basis set, the Open Molecules 2025 dataset).

CARTESIAN COORDINATES (ANGSTROEM)
O  6.0033  4.4320  2.8265
H  -1.1052  0.9257  1.5070
H  8.6691  2.6124  1.6609
H  -0.8581  -1.9111  0.9970
H  -1.1570  5.9512  1.4043
C  -4.9366  -1.2476  2.0034
H  0.6010  1.4690  1.5428
C  -4.8601  -3.2448  -2.2123
H  1.0264  -4.5230  -0.9517
O  -1.1569  3.6215  0.3336
C  6.1909  3.2747  3.0552
H  1.3093  6.4916  -1.3874
H  4.2408  2.2340  1.0371
H  -5.2796  -0.3530  2.5201
C  3.3964  2.2639  1.7226
O  0.3692  -4.9267  1.8657
H  2.0537  4.8573  -1.1799
H  -3.9053  -1.4177  2.3068
H  -0.8937  -1.6091  -0.6814
C  -0.2310  -1.5645  0.1917
O  5.2475  2.3795  3.3425
H  -2.8863  0.4904  -2.4199
C  -0.1559  6.1358  1.0314
H  8.3200  4.2571  2.1783
H  0.0563  -5.7084  -1.6142
H  -1.7400  3.1744  -3.1553
H  0.1240  3.6339  -1.2401
H  3.2852  2.2796  3.8902
H  -4.2408  -1.7306  -3.6372
H  2.5509  2.8645  1.4029
H  -4.3942  -3.2353  -4.3513
C  -0.1183  -2.2538  -5.4510
C  -2.0827  1.1382  -2.7910
H  -1.3031  -3.4952  3.3011
O  -5.1158  -1.2263  0.6183
C  -4.7907  -2.3239  -0.0350
H  1.2007  -0.4220  -1.5534
N  0.2417  5.3070  -0.0687
H  2.1648  6.1987  -0.0434
H  0.5566  6.0168  1.8590
C  -1.2021  -0.6729  -4.0172
O  -5.2189  -2.2100  -1.2801
H  -5.8816  -2.3352  -3.8777
C  1.4817  5.6407  -0.7022
H  3.7239  3.7941  3.2472
C  0.4502  -4.6452  3.2734
C  0.8202  -6.1168  1.4746
H  -5.5301  -2.0311  2.4913
O  -1.5615  -1.5087  -3.2455
H  0.1812  0.0784  2.3354
H  0.6739  -2.2231  -6.1849
C  -0.2599  -3.3560  3.6081
C  -4.8731  -2.6205  -3.5853
H  0.1192  -2.5398  2.9897
H  -5.5913  -4.0512  -2.1154
O  7.3752  2.6912  3.1712
H  -0.7075  -4.8631  -0.2742
C  3.8904  2.7236  3.0971
H  -0.1019  -5.4591  3.7550
C  -2.6167  2.5405  -3.0166
O  1.3112  1.4522  -0.8570
H  9.3516  3.1194  3.2198
O  -4.2241  -3.2695  0.3877
C  0.2435  -5.2190  -0.6506
O  1.2175  -6.9646  2.1737
C  -0.0652  0.6203  1.4033
H  -3.0914  2.8559  -2.0914
H  -3.8848  -3.7093  -2.0624
C  8.5291  3.2535  2.5334
C  -0.3165  4.1159  -0.3644
O  0.7802  -6.2659  0.1597
H  -0.2831  -3.1136  4.6638
H  -3.2731  2.5359  -3.8805
H  -0.1221  7.1994  0.7706
H  0.2578  -2.7372  -4.5438
N  0.2545  -0.1859  0.2778
H  0.6255  -2.1975  -0.0320
H  3.0509  1.2323  1.8273
H  1.4679  -4.6667  3.6628
O  -0.5496  -0.9320  -5.1494
H  -1.3818  1.1357  -1.9460
O  -1.4110  0.6353  -3.9500
H  -0.9854  -2.8402  -5.7583
C  0.9309  0.2940  -0.7632

Force components x, y, z for each atom (eV/Å):
O -0.12 0.76 -0.62
H -0.05 0.15 -0.46
H 0.39 0.13 -0.04
H 0.38 0.18 0.66
H -0.04 -0.47 -0.23
C 0.02 -0.76 1.98
H -0.26 0.27 -0.86
C 0.05 -0.41 -0.54
H -0.23 0.61 0.83
O -1.57 -1.00 0.38
C -0.01 0.15 0.52
H -0.04 -0.60 -0.58
H -0.25 0.38 -0.34
H 0.01 0.47 -0.89
C 0.40 -0.69 1.02
O 0.07 1.35 0.14
H -0.38 -0.40 -0.03
H 0.18 -0.01 -0.28
H 0.06 -0.23 -0.02
C -0.18 0.36 -1.67
O 0.17 -0.72 0.00
H 0.04 -0.27 -0.72
C 0.27 0.51 0.77
H 0.26 0.25 0.39
H -0.30 -0.15 0.25
H -0.27 0.32 -0.34
H 0.03 -0.13 -0.19
H 0.33 -0.35 -0.01
H -0.15 0.12 0.49
H 0.16 0.12 -0.35
H -0.45 -0.48 0.18
C -0.67 -0.57 1.32
C -0.35 -0.16 1.61
H 0.00 0.17 0.07
O -0.54 1.18 -0.05
C -0.57 0.33 -1.08
H -0.32 -0.32 0.10
N 0.59 -0.29 -0.55
H -0.10 -0.82 0.61
H -0.18 -0.05 0.04
C 0.16 0.09 -0.97
O 0.09 0.40 -0.64
H 0.00 -0.06 -0.18
C 0.62 2.77 -0.46
H 0.45 0.02 -0.28
C -0.61 -0.90 1.05
C -0.51 1.32 -1.05
H 0.11 -0.21 -0.42
O -0.29 -0.69 1.12
H -0.31 -0.38 -0.33
H -0.13 0.28 -0.26
C -0.74 -0.08 -1.41
C 0.19 0.52 -0.46
H 0.17 0.14 0.39
H -0.05 0.10 -0.05
O -0.02 -0.73 0.28
H 0.24 0.56 0.14
C -1.02 0.89 0.20
H 0.32 0.01 0.18
C 1.15 -0.69 -0.01
O 0.05 0.11 -0.15
H 0.19 0.41 0.07
O 1.16 -1.58 1.28
C 0.20 -1.11 -1.53
O 0.97 -1.96 1.89
C 0.45 0.12 2.23
H -0.29 0.05 -0.10
H 0.07 0.44 0.67
C -0.91 -0.62 -0.65
C 0.69 0.50 0.55
O -0.18 0.17 -0.56
H 0.41 -0.05 0.11
H -0.16 0.35 0.03
H 0.07 -0.14 -0.31
H 0.07 0.10 -0.07
N -0.46 -0.90 0.11
H -0.18 -0.42 0.45
H -0.02 0.01 -0.24
H 0.16 -0.06 -0.46
O 0.58 0.92 -0.65
H 0.16 0.17 -0.26
O -0.16 0.13 -0.19
H 0.17 -0.03 -0.35
C 0.73 1.10 -0.18

Lowest unoccupied orbital energy: 0.46 eV
Energy above the lowest of the compared OMol25 structures with the same formula, charge and spin: 0.0 kcal/mol
HOMO energy: -9.09 eV
SMILES string: CCOC(=O)OC.CCOC(=O)OC.CCOC(=O)OC.CCOC(=O)OC.CN(C)C=O.CN(C)C=O
Charge: 0
Gap between HOMO and LUMO: 9.554 eV



2.
# C4H13N3

A structure of composition C4H13N3 in a non-equilibrium geometry (ωB97M-V with the def2-TZVPD basis set, the Open Molecules 2025 dataset).

CARTESIAN COORDINATES (ANGSTROEM)
H  -2.4350  0.6321  -1.1661
H  2.1939  1.2407  -0.6579
C  1.2164  -1.7944  0.3774
N  0.1612  0.4300  0.4406
H  1.0159  2.2591  0.5400
N  2.2869  0.2466  -0.5056
H  -3.3746  -0.5916  -0.1771
C  0.1220  1.8635  -0.0108
C  1.2662  -0.3195  0.0606
H  0.3077  -2.3548  0.1523
H  0.1895  2.0437  -1.1669
H  1.8343  -2.2746  -0.2832
N  -1.1153  -0.0196  0.7384
H  -1.4969  0.8478  1.1947
H  1.4180  -1.8276  1.4015
C  -2.4640  -0.2406  -0.6694
H  -2.2359  -1.0667  -1.1948
H  3.0137  -0.3724  -0.8638
H  -0.8211  2.1846  0.4791
H  -1.0829  -0.8860  1.3111

Force components x, y, z for each atom (eV/Å):
H 0.12 3.17 -1.31
H 1.02 0.03 -0.53
C -1.61 1.77 -0.88
N 2.52 1.07 -2.60
H -1.07 0.60 -0.68
N -1.08 -0.42 0.43
H 0.13 1.07 0.82
C 0.76 -0.37 0.34
C -3.27 -1.26 0.57
H -0.64 0.73 0.21
H -0.41 -0.49 2.19
H 2.46 -1.35 -0.92
N -2.25 -0.50 -1.28
H -0.30 -1.84 0.37
H 0.81 -0.79 1.67
C -0.01 -1.29 4.38
H 2.03 -2.66 -1.98
H 0.25 0.71 0.10
H 0.90 1.01 -0.86
H -0.39 0.81 -0.06

Lowest unoccupied orbital energy: -8.91 eV
Energy above the lowest of the compared OMol25 structures with the same formula, charge and spin: 117.4 kcal/mol
HOMO energy: -19.46 eV
Charge: +2
Gap between HOMO and LUMO: 10.557 eV



3.
# C24H40As2N4O11P2Ti

A structure of composition C24H40As2N4O11P2Ti in a non-equilibrium geometry (ωB97M-V with the def2-TZVPD basis set, the Open Molecules 2025 dataset).

CARTESIAN COORDINATES (ANGSTROEM)
H  -3.4052  2.9280  1.2755
O  -1.9291  -6.7068  3.5022
H  -0.6078  -3.7058  1.4520
C  1.4614  -0.4051  -3.1707
C  -3.6698  2.6801  0.2444
H  -2.4836  -0.4557  0.2523
C  0.6568  1.9192  4.3668
N  -0.7290  0.9496  -0.8206
C  -1.9656  -4.2015  4.5304
C  -0.3526  -1.1637  -4.5585
H  -2.3397  -5.0090  5.1377
C  -1.4950  -3.4725  -2.7874
C  0.2406  -1.0869  -3.3000
P  2.6214  1.0538  2.4730
H  3.7459  -0.2788  3.7368
O  2.3532  3.3950  3.5214
H  -0.0427  1.1349  4.0889
H  -0.1610  2.4868  -3.1942
H  2.8862  3.1086  4.2778
C  0.9112  -3.0879  -1.2755
H  -2.6252  2.2190  -3.7877
H  3.3584  2.6387  1.2297
H  1.4951  -3.3384  -2.1634
C  -1.4650  -1.8694  4.1912
C  1.5135  -0.0687  -5.5737
Ti  0.5180  0.3758  0.6299
P  0.5773  2.9150  1.6427
H  -1.4762  -0.8476  4.5373
H  -1.3111  -1.6551  -4.6534
C  -0.9791  -3.4758  2.4394
As  2.2256  -0.0178  -1.3594
C  -0.5970  3.1842  -2.4599
H  1.5354  -2.5759  -0.5411
H  -3.2767  3.7075  -3.0660
H  -2.4045  0.6527  1.6540
C  -1.7795  1.7238  -0.9342
C  -2.9389  0.4197  0.7248
H  -4.7332  2.4444  0.1872
H  4.5164  -0.8940  -0.6775
H  -0.7816  4.1323  -2.9645
O  -0.3294  0.1227  2.3336
H  0.0977  2.7844  4.7239
O  1.3454  2.1964  0.5378
H  -3.7683  2.1180  -2.4429
C  -1.4699  -4.4906  3.2472
H  -3.9836  0.2068  0.9520
H  0.5430  -4.0070  -0.8211
O  1.0605  4.4432  1.4679
H  3.6931  -2.1434  -1.6328
H  -3.4504  3.5413  -0.3770
N  -2.8945  1.5381  -0.1915
H  1.3161  1.5609  5.1603
O  2.2695  -0.1615  1.6912
C  3.9012  -1.0762  -1.5610
C  2.0898  0.0652  -4.3225
H  2.4410  2.5298  -1.6369
H  2.0372  0.2812  -6.4517
O  3.7389  1.9005  1.7186
H  0.6386  5.0263  2.0958
C  0.2657  -0.6561  -5.6872
H  -0.1134  1.0801  -1.6264
C  -2.9421  2.6912  -2.8507
H  0.1116  3.3549  -1.6465
C  -1.9569  -2.8928  4.9787
O  -0.9826  -6.0416  1.6538
N  -1.8454  2.7186  -1.9017
H  3.6031  1.7334  -2.7220
H  -1.7311  -4.2388  -2.0461
N  -1.4609  -5.8207  2.7758
H  -0.2155  -0.7350  -6.6515
H  -0.8449  -3.9038  -3.5463
H  4.4448  -0.7588  -2.4543
O  0.0001  -1.4006  0.8552
C  -0.4198  -1.1436  2.0513
O  -0.8912  2.7974  1.6385
C  -0.9537  -2.1553  2.9057
H  -2.4376  -3.1648  -3.2441
As  -0.6325  -1.9652  -1.7450
C  1.4804  2.3391  3.1728
H  3.9171  1.8107  -0.9866
H  3.0674  0.5269  -4.2501
C  3.1324  1.6953  -1.7384
O  3.4004  0.6133  3.7993
H  -2.3358  -2.6710  5.9650

Force components x, y, z for each atom (eV/Å):
H -0.01 -0.04 -0.02
O 0.50 0.88 -0.78
H 0.01 0.00 0.04
C -0.25 0.16 0.33
C -0.21 0.25 0.04
H -0.10 0.08 0.12
C -0.27 -0.22 -0.04
N -0.69 1.01 -0.94
C -0.11 -0.66 0.09
C -0.07 -0.12 0.10
H -0.03 0.00 0.06
C 0.03 0.42 0.31
C 0.09 0.02 0.26
P 1.79 0.40 0.90
H 0.10 -0.34 0.04
O 0.39 0.38 0.37
H 0.05 0.07 0.14
H -0.03 0.04 0.03
H -0.08 0.06 -0.04
C 0.26 0.09 0.04
H 0.00 0.01 -0.01
H -0.05 0.11 -0.19
H -0.07 -0.01 0.02
C -0.15 -0.08 0.36
C 0.04 -0.02 -0.01
Ti 0.48 -0.23 -0.78
P -0.26 1.89 0.32
H 0.01 0.10 0.08
H -0.04 -0.04 -0.07
C -0.14 -1.11 0.07
As 1.69 -0.37 -2.23
C 0.20 0.07 0.08
H -0.06 -0.17 -0.06
H -0.05 -0.02 -0.04
H -0.17 -0.01 -0.16
C -0.53 0.06 -0.54
C 0.07 -0.39 0.20
H -0.02 0.03 -0.01
H -0.02 -0.01 -0.06
H 0.04 0.00 -0.01
O -0.55 0.40 1.30
H 0.04 0.03 0.01
O 0.58 1.09 -0.11
H -0.08 0.03 0.00
C 0.20 2.29 0.33
H 0.01 -0.05 -0.03
H -0.05 0.02 0.05
O 0.17 -0.58 -0.27
H -0.09 0.10 0.04
H -0.06 0.03 0.00
N 0.69 0.14 -0.19
H -0.02 0.03 0.01
O -0.22 -0.05 0.05
C -0.33 -0.01 0.43
C 0.28 0.06 0.21
H 0.00 -0.06 -0.01
H 0.03 0.07 -0.04
O 0.15 -0.16 0.26
H -0.19 0.36 0.29
C -0.03 0.04 0.00
H -0.40 0.00 -0.01
C -0.16 0.06 -0.03
H 0.03 0.01 -0.14
C 0.13 0.32 -0.14
O -0.48 0.04 1.05
N 0.15 -0.41 0.37
H -0.10 -0.18 0.11
H 0.03 0.03 0.00
N 0.02 -2.20 -0.89
H -0.03 -0.03 -0.07
H 0.11 0.06 -0.01
H -0.22 0.10 0.10
O 0.03 -1.95 -0.37
C -1.15 -1.96 1.60
O -0.01 -0.15 0.28
C 0.36 1.07 -0.66
H 0.09 0.07 0.03
As -0.55 -1.16 -1.18
C -0.15 -0.21 -0.41
H -0.10 -0.05 0.00
H -0.04 0.06 -0.03
C -0.07 0.10 0.05
O -0.24 0.31 -0.07
H -0.07 0.02 0.09

Lowest unoccupied orbital energy (alpha / beta): 0.09 / 0.26 eV
Energy above the lowest of the compared OMol25 structures with the same formula, charge and spin: 56.9 kcal/mol
Spin multiplicity: 3
HOMO energy (alpha / beta): -4.76 / -8.13 eV
Charge: 0
Gap between HOMO and LUMO (alpha / beta): 4.852 / 8.392 eV